DFT (ωB97M-V/def2-TZVPD) results for an isolated molecule of C5H8N2 in a non-equilibrium geometry.

CARTESIAN COORDINATES (ANGSTROEM)
C (0.587, -1.383, -0.782)
C (1.053, -0.157, -1.702)
C (-1.117, 0.676, 0.012)
C (-0.897, 0.517, 1.549)
C (-0.057, -0.065, -0.697)
N (0.448, 0.717, 1.982)
N (1.486, 0.589, 1.518)
H (-0.013, -2.199, -1.220)
H (1.245, -1.807, 0.008)
H (1.969, 0.377, -1.305)
H (1.131, -0.030, -2.848)
H (-2.040, 0.318, -0.143)
H (-1.085, 1.761, -0.268)
H (-1.606, 1.227, 2.051)
H (-1.104, -0.540, 1.845)

Output
Energy relative to the best compared isomer or geometry (same formula, charge and spin)   128.5 kcal per mole
E_LUMO (spin up / spin down)   0.751 / 0.892 eV
E_HOMO (spin up / spin down)   -7.178 / -7.360 eV
Largest force on an atom   4.87 eV/Å

These are the Mulliken partial charges, in e, on atoms 1 to 4: -0.567, -0.543, -0.313, -0.431


DFT (ωB97M-V/def2-TZVPD) results for a structure of composition C30H41HgN2O19S2 in a non-equilibrium geometry.

CARTESIAN COORDINATES (ANGSTROEM)
Hg (-3.492, 2.322, -3.254)
C (-0.849, 0.002, 0.101)
C (-1.572, 0.236, -1.167)
O (-2.250, 1.423, -1.447)
H (0.055, 0.606, 0.182)
H (-0.518, -1.021, 0.279)
H (-1.562, 0.261, 0.884)
H (-2.336, -0.538, -1.107)
H (-0.928, -0.126, -1.968)
C (-1.849, 3.561, 1.084)
C (-0.296, 3.536, 0.975)
O (0.057, 4.930, 1.101)
S (-0.963, 5.726, 2.179)
O (-1.030, 7.132, 1.742)
O (-0.777, 5.374, 3.590)
O (-2.186, 4.848, 1.511)
H (-2.360, 2.769, 1.632)
H (-2.326, 3.397, 0.118)
H (0.018, 3.191, -0.010)
H (0.208, 2.777, 1.573)
C (2.029, -2.475, -0.812)
C (3.415, -2.472, -0.411)
O (4.150, -2.519, -1.589)
S (3.294, -2.799, -2.972)
O (3.629, -3.945, -3.832)
O (3.037, -1.545, -3.657)
O (2.065, -3.238, -1.967)
H (1.677, -1.484, -1.097)
H (1.330, -2.842, -0.060)
H (3.753, -3.302, 0.209)
H (3.599, -1.575, 0.181)
C (-1.712, 0.982, 3.670)
C (-2.244, 2.065, 4.313)
C (-3.521, 1.936, 4.816)
C (-4.303, 0.765, 4.394)
C (-3.697, -0.330, 3.826)
C (-2.329, -0.290, 3.481)
N (-5.779, 0.727, 4.569)
O (-6.302, 1.582, 5.243)
O (-6.315, -0.246, 4.119)
H (-0.686, 1.052, 3.339)
H (-1.638, 2.957, 4.372)
H (-4.009, 2.674, 5.435)
H (-4.225, -1.236, 3.571)
H (-1.885, -1.129, 2.966)
C (2.776, 2.003, -0.907)
C (2.741, 2.498, -2.204)
C (3.794, 2.251, -3.066)
C (4.865, 1.479, -2.717)
C (4.884, 0.989, -1.408)
C (3.817, 1.197, -0.485)
N (6.063, 1.334, -3.613)
O (6.145, 2.182, -4.429)
O (6.924, 0.447, -3.396)
H (1.954, 2.219, -0.241)
H (1.895, 3.134, -2.416)
H (3.617, 2.495, -4.103)
H (5.667, 0.364, -1.005)
H (3.851, 0.802, 0.519)
O (-5.465, -2.433, -0.022)
C (-4.468, -3.130, 0.130)
O (-3.722, -3.629, -0.890)
C (-2.436, -4.090, -0.471)
C (-2.392, -3.659, 0.985)
C (-3.860, -3.686, 1.371)
H (-1.599, -3.642, -1.005)
H (-2.374, -5.178, -0.449)
H (-1.837, -2.723, 1.047)
H (-1.796, -4.402, 1.515)
H (-4.021, -3.194, 2.330)
H (-4.378, -4.644, 1.350)
O (-1.641, 2.162, -4.668)
C (-0.811, 1.561, -5.339)
O (-0.976, 1.636, -6.659)
C (-0.082, 0.882, -7.372)
C (0.602, 0.067, -6.275)
C (0.473, 0.895, -5.025)
H (0.650, 1.502, -7.888)
H (-0.579, 0.267, -8.122)
H (1.659, -0.036, -6.521)
H (0.251, -0.956, -6.136)
H (1.369, 1.514, -4.976)
H (0.258, 0.453, -4.053)
O (1.590, 0.117, 2.126)
C (1.727, -0.834, 2.902)
O (2.209, -2.056, 2.500)
C (2.187, -3.015, 3.495)
C (1.214, -2.470, 4.531)
C (1.424, -0.950, 4.369)
H (3.199, -3.055, 3.899)
H (1.754, -3.961, 3.172)
H (1.498, -2.827, 5.521)
H (0.169, -2.733, 4.363)
H (2.232, -0.577, 4.997)
H (0.600, -0.288, 4.633)

Output
E_LUMO   -7.849 eV
E_HOMO   -12.057 eV
Largest force on an atom   4.65 eV/Å
Charge   +1

These are the Mulliken partial charges, in e, on atoms 1 to 4: 1.333, 0.525, -0.228, -0.577


DFT (ωB97M-V/def2-TZVPD) results for a structure of composition C39H65N3O8P2PdS.

CARTESIAN COORDINATES (ANGSTROEM)
Pd (-0.006, -1.048, 0.012)
C (1.258, 1.821, -4.164)
C (0.439, 0.585, -4.457)
C (0.397, 0.247, -5.931)
O (-0.942, 0.852, -4.028)
P (-1.658, -0.038, -2.951)
O (-1.072, 0.138, -1.584)
C (-1.661, -1.748, -3.557)
P (-0.862, -2.846, -2.372)
O (0.456, -2.248, -2.026)
O (-1.789, -2.888, -1.111)
C (-3.159, -3.381, -0.879)
C (-3.161, -3.976, 0.510)
C (-3.638, -4.355, -1.931)
O (-0.872, -4.303, -2.922)
C (0.007, -4.827, -3.984)
C (1.398, -5.047, -3.436)
C (-0.660, -6.091, -4.470)
O (-3.164, 0.348, -3.054)
C (-3.633, 1.704, -2.714)
C (-4.487, 2.171, -3.867)
C (-4.365, 1.608, -1.397)
H (2.283, 1.673, -4.502)
H (1.278, 2.027, -3.096)
H (0.841, 2.681, -4.688)
H (0.813, -0.261, -3.869)
H (-0.013, 1.083, -6.496)
H (-0.214, -0.632, -6.132)
H (1.406, 0.047, -6.292)
H (-1.110, -1.780, -4.497)
H (-2.695, -2.028, -3.758)
H (-3.767, -2.472, -0.905)
H (-2.585, -4.901, 0.526)
H (-4.186, -4.204, 0.801)
H (-2.731, -3.285, 1.232)
H (-3.054, -5.273, -1.916)
H (-3.623, -3.946, -2.940)
H (-4.673, -4.602, -1.696)
H (0.015, -4.076, -4.781)
H (1.365, -5.758, -2.610)
H (1.847, -4.123, -3.079)
H (2.025, -5.464, -4.223)
H (-0.727, -6.815, -3.658)
H (-0.069, -6.530, -5.273)
H (-1.661, -5.891, -4.848)
H (-2.749, 2.341, -2.616)
H (-5.345, 1.511, -3.994)
H (-3.916, 2.190, -4.793)
H (-4.854, 3.177, -3.667)
H (-5.232, 0.956, -1.493)
H (-4.710, 2.595, -1.092)
H (-3.711, 1.211, -0.622)
C (1.125, -4.012, 2.507)
C (0.713, -2.913, 1.586)
O (-0.445, -2.394, 1.665)
O (1.508, -2.456, 0.719)
H (1.881, -3.627, 3.193)
H (1.580, -4.818, 1.935)
H (0.275, -4.381, 3.074)
C (3.621, 4.574, 3.098)
C (3.568, 4.105, 1.688)
C (4.603, 4.160, 0.787)
C (4.389, 3.728, -0.527)
N (3.222, 3.186, -0.903)
C (2.248, 3.131, -0.026)
S (0.710, 2.479, -0.495)
N (2.391, 3.616, 1.234)
C (5.449, 3.848, -1.563)
H (4.630, 4.874, 3.364)
H (3.296, 3.778, 3.769)
H (2.957, 5.429, 3.234)
H (5.562, 4.552, 1.091)
H (1.591, 3.569, 1.858)
H (6.431, 3.628, -1.147)
H (5.473, 4.878, -1.926)
H (5.237, 3.193, -2.402)
C (5.016, -0.054, 0.457)
C (3.984, 0.272, 1.499)
C (4.356, 0.619, 2.801)
C (3.404, 0.867, 3.800)
C (3.838, 1.174, 5.208)
C (2.063, 0.804, 3.483)
C (1.628, 0.456, 2.169)
C (2.641, 0.179, 1.204)
N (0.355, 0.335, 1.761)
C (-0.817, 0.780, 2.537)
C (-0.731, 2.290, 2.846)
C (-2.001, 2.754, 3.567)
C (-3.212, 2.529, 2.659)
C (-3.328, 1.039, 2.338)
C (-3.517, 0.245, 3.631)
C (-2.303, 0.464, 4.535)
C (-2.165, 1.953, 4.862)
C (-1.034, -0.031, 3.829)
C (-2.049, 0.567, 1.642)
H (5.979, 0.400, 0.689)
H (4.696, 0.278, -0.531)
H (5.162, -1.133, 0.400)
H (5.408, 0.662, 3.056)
H (4.919, 1.107, 5.313)
H (3.387, 0.475, 5.912)
H (3.533, 2.177, 5.512)
H (1.344, 0.974, 4.267)
H (2.338, -0.114, 0.203)
H (-0.636, 2.835, 1.897)
H (0.142, 2.520, 3.461)
H (-1.905, 3.818, 3.799)
H (-3.103, 3.108, 1.736)
H (-4.120, 2.880, 3.154)
H (-4.178, 0.870, 1.673)
H (-3.629, -0.819, 3.408)
H (-4.428, 0.568, 4.139)
H (-2.424, -0.105, 5.459)
H (-1.304, 2.116, 5.518)
H (-3.047, 2.303, 5.402)
H (-1.124, -1.085, 3.562)
H (-0.188, 0.058, 4.511)
H (-1.906, 1.108, 0.700)
H (-2.135, -0.502, 1.405)

Output
Energy relative to the best compared isomer or geometry (same formula, charge and spin)   0.0 kcal per mole
E_LUMO (spin up / spin down)   -5.693 / -8.272 eV
E_HOMO (spin up / spin down)   -13.100 / -14.004 eV
Largest force on an atom   0.44 eV/Å
Charge   +2
Spin multiplicity   5

These are the Mulliken partial charges, in e, on atoms 1 to 4: 1.754, -1.385, 1.152, -1.603


DFT (ωB97M-V/def2-TZVPD) results for a cluster of 2 separate species, C3H10N2S in total.

CARTESIAN COORDINATES (ANGSTROEM)
C (-1.932, 0.798, 1.630)
S (-0.340, 1.497, 2.142)
C (-0.956, 2.957, 3.040)
H (-2.663, 1.003, 2.400)
H (-2.237, 1.184, 0.661)
H (-1.848, -0.271, 1.419)
H (-0.631, 3.845, 2.498)
H (-0.503, 2.984, 4.027)
H (-2.038, 2.953, 3.116)
N (2.129, -1.893, -2.547)
C (0.966, -2.435, -3.004)
N (0.841, -2.980, -4.146)
H (2.159, -1.426, -1.660)
H (2.997, -2.216, -2.942)
H (0.121, -2.324, -2.319)
H (-0.116, -2.944, -4.472)

Output
Energy relative to the best compared isomer or geometry (same formula, charge and spin)   16.4 kcal per mole
E_LUMO   0.550 eV
E_HOMO   -8.595 eV
Largest force on an atom   0.96 eV/Å
Structure (SMILES)   [H]/N=C/N.CSC

These are the Mulliken partial charges, in e, on atoms 1 to 4: -0.806, -0.080, -0.735, 0.271